No. 1
{
  "formula": "C21H39FI2N5O3",
  "method": "wB97M-V/def2-TZVPD",
  "total_charge": 1,
  "orbital_gap_ev": 8.0796,
  "species": ["C", "C", "C", "C", "N", "C", "N", "F", "C", "I", "C", "C", "I", "N", "C", "O", "C", "N", "N", "C", "C", "C", "H", "H", "H", "H", "H", "H", "H", "H", "H", "H", "H", "H", "H", "H", "H", "H", "H", "H", "H", "H", "H", "H", "H", "C", "C", "C", "O", "C", "H", "H", "H", "H", "H", "H", "H", "H", "C", "C", "C", "O", "C", "H", "H", "H", "H", "H", "H", "H", "H"],
  "coordinates": [[3.066, -2.423, 1.896], [1.596, -2.256, 1.479], [1.371, -1.106, 0.432], [0.554, -0.022, 1.022], [-0.742, -0.191, 1.316], [-1.207, 0.960, 1.778], [-2.480, 1.151, 2.133], [-2.883, 2.383, 2.559], [-3.520, 0.145, 2.075], [-3.103, -1.521, 3.364], [-3.792, -0.181, 0.553], [-5.161, 0.382, 0.158], [-3.645, -2.263, 0.044], [-0.210, 1.883, 1.790], [-0.185, 3.280, 2.150], [-0.556, 3.993, 1.005], [-0.852, 5.374, 1.288], [0.894, 1.243, 1.305], [2.104, 1.915, 1.127], [3.107, 1.361, 1.722], [4.436, 1.485, 1.045], [3.057, 0.678, 3.059], [3.724, -1.677, 1.449], [3.446, -3.403, 1.605], [3.211, -2.355, 2.974], [1.226, -3.180, 1.050], [1.015, -1.982, 2.358], [0.894, -1.481, -0.469], [2.354, -0.701, 0.194], [-4.428, 0.596, 2.452], [-3.070, 0.308, -0.090], [-5.342, 1.314, 0.703], [-5.982, -0.288, 0.401], [-5.164, 0.661, -0.894], [-0.905, 3.476, 2.945], [0.798, 3.572, 2.527], [-1.908, 5.542, 1.089], [-0.247, 5.977, 0.615], [-0.567, 5.629, 2.308], [4.294, 1.704, -0.009], [5.014, 2.305, 1.477], [4.994, 0.556, 1.144], [3.916, 0.015, 3.130], [3.210, 1.435, 3.828], [2.161, 0.086, 3.227], [4.267, -7.050, -1.237], [4.040, -5.998, -2.317], [3.667, -4.778, -1.489], [4.359, -4.901, -0.241], [4.902, -6.225, -0.129], [4.892, -7.881, -1.557], [3.308, -7.453, -0.903], [4.971, -5.814, -2.858], [3.274, -6.269, -3.042], [2.590, -4.753, -1.283], [3.950, -3.840, -1.969], [5.987, -6.160, -0.255], [4.692, -6.619, 0.866], [-4.836, 4.281, -4.344], [-3.551, 3.468, -4.223], [-3.902, 2.500, -3.103], [-5.308, 2.271, -3.185], [-5.898, 3.223, -4.081], [-4.957, 4.772, -5.307], [-4.867, 5.046, -3.564], [-3.368, 2.920, -5.150], [-2.668, 4.069, -4.005], [-3.686, 2.935, -2.118], [-3.375, 1.547, -3.186], [-6.174, 2.699, -5.001], [-6.802, 3.631, -3.631]]
}


No. 2
{
  "formula": "C34H41FN2O2",
  "method": "wB97M-V/def2-TZVPD",
  "smiles": "CCCCCCCN1C/C=C\\[C@H](c2ccc(OC)cc2)N(Cc2ccc(F)cc2)C(=O)[C@H]1Cc1ccccc1",
  "total_charge": 0,
  "orbital_gap_ev": 8.9868,
  "species": ["C", "C", "C", "C", "C", "C", "C", "N", "C", "C", "C", "C", "C", "C", "C", "C", "O", "C", "C", "C", "N", "C", "C", "C", "C", "C", "F", "C", "C", "C", "O", "C", "C", "C", "C", "C", "C", "C", "C", "H", "H", "H", "H", "H", "H", "H", "H", "H", "H", "H", "H", "H", "H", "H", "H", "H", "H", "H", "H", "H", "H", "H", "H", "H", "H", "H", "H", "H", "H", "H", "H", "H", "H", "H", "H", "H", "H", "H", "H", "H"],
  "coordinates": [[-4.618, -0.997, 1.710], [-3.588, 0.113, 1.881], [-3.676, 0.771, 3.257], [-2.638, 1.877, 3.461], [-1.232, 1.330, 3.704], [-0.164, 2.417, 3.828], [0.161, 3.107, 2.499], [0.630, 2.161, 1.502], [1.973, 1.663, 1.782], [2.023, 0.174, 1.983], [1.261, -0.712, 1.360], [0.228, -0.310, 0.334], [-0.710, -1.418, -0.083], [-1.102, -2.388, 0.828], [-2.028, -3.363, 0.496], [-2.598, -3.377, -0.771], [-3.522, -4.278, -1.207], [-3.960, -5.273, -0.316], [-2.224, -2.392, -1.687], [-1.302, -1.427, -1.344], [0.906, 0.322, -0.791], [1.694, -0.546, -1.663], [2.988, -0.976, -1.024], [3.158, -2.280, -0.576], [4.331, -2.669, 0.044], [5.333, -1.732, 0.213], [6.478, -2.101, 0.829], [5.200, -0.431, -0.236], [4.023, -0.061, -0.861], [1.134, 1.650, -0.873], [1.852, 2.123, -1.740], [0.456, 2.604, 0.123], [-1.041, 2.781, -0.228], [-1.337, 2.593, -1.691], [-0.712, 3.379, -2.653], [-0.986, 3.196, -3.995], [-1.900, 2.235, -4.397], [-2.543, 1.464, -3.446], [-2.262, 1.643, -2.102], [-4.465, -1.773, 2.457], [-4.529, -1.447, 0.724], [-5.627, -0.606, 1.824], [-3.750, 0.872, 1.111], [-2.593, -0.311, 1.733], [-4.676, 1.196, 3.374], [-3.549, 0.010, 4.030], [-2.643, 2.528, 2.586], [-2.928, 2.483, 4.322], [-0.943, 0.658, 2.897], [-1.244, 0.747, 4.628], [0.743, 1.963, 4.230], [-0.495, 3.180, 4.536], [-0.743, 3.585, 2.125], [0.903, 3.905, 2.682], [2.368, 2.150, 2.679], [2.663, 1.920, 0.964], [2.781, -0.170, 2.673], [1.400, -1.767, 1.545], [-0.388, 0.468, 0.792], [-0.696, -2.386, 1.829], [-2.303, -4.095, 1.238], [-4.689, -5.864, -0.868], [-3.136, -5.922, 0.000], [-4.441, -4.839, 0.567], [-2.680, -2.399, -2.664], [-1.051, -0.660, -2.061], [1.097, -1.423, -1.914], [1.899, 0.032, -2.568], [2.365, -3.000, -0.714], [4.476, -3.678, 0.396], [6.009, 0.269, -0.100], [3.901, 0.944, -1.234], [0.969, 3.569, -0.047], [-1.354, 3.790, 0.058], [-1.631, 2.069, 0.351], [0.002, 4.129, -2.350], [-0.485, 3.806, -4.732], [-2.112, 2.093, -5.446], [-3.264, 0.718, -3.747], [-2.771, 1.037, -1.365]]
}


No. 3
{
  "formula": "C3H2N2O2",
  "method": "wB97M-V/def2-TZVPD",
  "smiles": "N=C=C=NOC=O",
  "total_charge": 0,
  "orbital_gap_ev": 8.2799,
  "species": ["N", "C", "C", "N", "O", "C", "O", "H", "H"],
  "coordinates": [[1.138, -1.312, 1.955], [0.300, -1.003, 1.129], [-0.826, -0.883, 0.483], [-1.674, -0.619, -0.376], [-0.978, 0.198, -1.603], [-0.229, 1.238, -1.224], [0.180, 1.477, -0.112], [2.101, -1.013, 1.823], [-0.013, 1.917, -2.074]]
}


No. 4
{
  "formula": "C32H19CoF5NOPSe",
  "method": "wB97M-V/def2-TZVPD",
  "multiplicity": 2,
  "s2": 0.8073,
  "total_charge": 0,
  "orbital_gap_ev": [7.3780, 7.6154],
  "species": ["Co", "O", "C", "C", "C", "C", "C", "C", "C", "P", "C", "C", "C", "C", "C", "C", "C", "C", "C", "C", "C", "C", "H", "H", "H", "H", "H", "H", "H", "H", "H", "H", "H", "H", "H", "H", "F", "C", "C", "F", "C", "F", "C", "Se", "C", "F", "C", "F", "N", "C", "C", "C", "C", "C", "C", "C", "H", "H", "H", "H", "H"],
  "coordinates": [[-1.709, 1.183, 0.727], [-3.339, 2.105, 2.721], [-2.432, 1.340, 2.472], [-1.804, 0.491, 3.561], [-2.464, 0.122, 4.725], [-1.808, -0.681, 5.645], [-0.497, -1.098, 5.415], [0.171, -0.707, 4.265], [-0.493, 0.087, 3.337], [0.162, 0.778, 1.794], [1.422, 1.989, 2.283], [2.619, 1.615, 2.894], [3.524, 2.580, 3.302], [3.241, 3.927, 3.104], [2.055, 4.306, 2.498], [1.147, 3.338, 2.087], [1.059, -0.545, 0.937], [2.212, -0.288, 0.195], [2.752, -1.275, -0.617], [2.138, -2.518, -0.706], [0.983, -2.774, 0.022], [0.445, -1.793, 0.841], [-3.480, 0.457, 4.885], [-2.316, -0.993, 6.549], [0.001, -1.729, 6.139], [1.190, -1.030, 4.090], [2.847, 0.566, 3.045], [4.451, 2.285, 3.776], [3.950, 4.680, 3.425], [1.832, 5.354, 2.344], [0.215, 3.631, 1.618], [2.686, 0.684, 0.247], [3.651, -1.070, -1.185], [2.557, -3.286, -1.343], [0.492, -3.736, -0.055], [-0.473, -1.986, 1.383], [-1.555, -3.163, -4.685], [-2.007, -2.562, -3.582], [-2.633, -1.333, -3.663], [-2.781, -0.747, -4.856], [-3.067, -0.703, -2.508], [-3.624, 0.506, -2.650], [-2.904, -1.260, -1.247], [-3.456, -0.378, 0.360], [-2.303, -2.512, -1.209], [-2.138, -3.154, -0.045], [-1.841, -3.155, -2.344], [-1.233, -4.344, -2.254], [-0.918, 1.182, -1.062], [-0.528, 1.012, -2.126], [-0.084, 0.754, -3.463], [-0.420, 1.634, -4.489], [-0.023, 1.340, -5.782], [0.695, 0.180, -6.043], [1.024, -0.694, -5.014], [0.639, -0.411, -3.716], [-0.994, 2.523, -4.271], [-0.283, 2.011, -6.589], [0.993, -0.050, -7.057], [1.573, -1.601, -5.225], [0.878, -1.083, -2.898]]
}


No. 5
{
  "formula": "C3H6FNO2",
  "method": "wB97M-V/def2-TZVPD",
  "smiles": "NC[C@H](F)C(=O)O",
  "total_charge": 0,
  "orbital_gap_ev": 10.7152,
  "species": ["N", "C", "C", "F", "C", "O", "O", "H", "H", "H", "H", "H", "H"],
  "coordinates": [[-1.707, -1.317, -0.096], [-0.668, -0.357, -0.539], [0.284, 0.089, 0.568], [-0.329, 1.066, 1.300], [1.569, 0.711, -0.046], [2.249, 0.093, -0.846], [1.818, 1.927, 0.465], [-1.350, -2.278, -0.284], [-2.570, -1.182, -0.690], [-0.058, -0.848, -1.345], [-1.082, 0.667, -0.840], [0.696, -0.695, 1.251], [1.149, 2.124, 1.102]]
}